{
  "formula": "C23H47AlF5NO12P",
  "method": "ωB97M-V/def2-TZVPD",
  "e_above_lowest_kcal_mol": 35.66,
  "charge": -1,
  "e_tot_ha": -2945.46348,
  "lumo_energy_ev": 2.0,
  "spin_multiplicity": 1,
  "orbital_gap_ha": 0.243,
  "elements": ["C", "C", "C", "C", "C", "C", "C", "Al", "C", "C", "C", "C", "F", "F", "C", "F", "F", "F", "C", "N", "C", "P", "O", "O", "O", "H", "H", "H", "H", "H", "H", "H", "H", "H", "H", "H", "H", "H", "H", "H", "H", "H", "H", "H", "H", "H", "H", "H", "H", "H", "H", "H", "H", "H", "C", "O", "C", "O", "O", "C", "H", "H", "H", "H", "H", "H", "C", "O", "C", "O", "O", "C", "H", "H", "H", "H", "H", "H", "C", "O", "C", "O", "O", "C", "H", "H", "H", "H", "H", "H"],
  "positions_angstrom": [[0.32813, 3.32002, -1.44728], [-0.65757, 3.13129, -0.20934], [-2.04644, 2.52525, -0.60554], [-2.27274, 1.01377, -0.23165], [-1.75842, 0.58218, 1.17979], [-0.27944, 0.03016, 1.28403], [0.50481, -0.17505, -0.05473], [2.31239, -1.10444, 0.08758], [3.59322, -0.16049, -1.18271], [5.10943, -0.14249, -0.73747], [6.05233, -0.77396, -1.84411], [6.44833, 0.19580, -2.98258], [6.91308, 1.41156, -2.54883], [7.52300, -0.40702, -3.65653], [5.34763, 0.38814, -4.11216], [4.45624, 1.34868, -3.81988], [5.98736, 0.70928, -5.28729], [4.74021, -0.80348, -4.36444], [2.07956, -3.02211, -0.66217], [3.06959, -3.34207, -1.75007], [2.42561, -3.61384, -3.05199], [3.11516, -1.37014, 2.28822], [2.02882, -1.07326, 3.31313], [3.51845, -3.00466, 2.53763], [4.43493, -0.41491, 2.69754], [0.14904, 4.33876, -1.85546], [0.15915, 2.50499, -2.18179], [1.36724, 3.30771, -1.03069], [-0.14129, 2.62093, 0.63091], [-0.85787, 4.17860, 0.14840], [-2.89834, 3.15857, -0.24351], [-2.11091, 2.58534, -1.72753], [-3.38933, 0.87144, -0.21554], [-1.92758, 0.36654, -1.07250], [-2.45529, -0.20217, 1.56522], [-1.88273, 1.46330, 1.86566], [-0.31211, -0.91382, 1.88226], [0.31352, 0.74827, 1.90862], [-0.12941, -0.84087, -0.70673], [0.65857, 0.76975, -0.62747], [3.17349, 0.86111, -1.37447], [3.54863, -0.73410, -2.14516], [5.41713, 0.93148, -0.65720], [5.31123, -0.71340, 0.19543], [5.63176, -1.73427, -2.23115], [7.00532, -1.03980, -1.31355], [2.15427, -3.79826, 0.15059], [1.02415, -3.10934, -1.04540], [3.52072, -4.21485, -1.46426], [2.27277, -4.71489, -3.23488], [1.44573, -3.10144, -3.17648], [3.10205, -3.26496, -3.87624], [2.66233, -3.45133, 2.68544], [4.16469, 0.50613, 2.84330], [3.38470, -5.05374, 5.11334], [2.59120, -6.12562, 4.59180], [2.44345, -7.15936, 5.42146], [2.90787, -7.25579, 6.53003], [1.68463, -8.08028, 4.80762], [1.44252, -9.24956, 5.58479], [3.43274, -4.27764, 4.35278], [2.92449, -4.63562, 6.00897], [4.39839, -5.39450, 5.32637], [0.90525, -8.99967, 6.50046], [2.37866, -9.75851, 5.81775], [0.82243, -9.91500, 4.98633], [-3.47301, 6.02773, 3.10159], [-3.79581, 5.78989, 1.73191], [-4.96322, 6.30858, 1.34047], [-5.72956, 6.93521, 2.02806], [-5.13376, 6.00783, 0.04661], [-6.34735, 6.49611, -0.52011], [-2.50954, 5.55949, 3.29350], [-3.38847, 7.09728, 3.29690], [-4.21854, 5.57627, 3.75671], [-6.38506, 7.58513, -0.47846], [-7.21080, 6.06310, -0.01291], [-6.36941, 6.18923, -1.56428], [-6.93115, 0.03791, -5.10640], [-7.21025, 1.30112, -4.50456], [-6.64663, 1.46978, -3.30011], [-5.95876, 0.66837, -2.72440], [-6.98380, 2.68502, -2.85108], [-6.44584, 3.00439, -1.56672], [-7.43706, 0.01840, -6.07017], [-5.85995, -0.08221, -5.27052], [-7.31728, -0.77556, -4.49138], [-5.35554, 3.00169, -1.59391], [-6.81295, 2.30791, -0.81214], [-6.78321, 4.00502, -1.30529]],
  "mulliken_charge": [-1.34, -0.09, -0.44, -0.21, -1.00, -0.52, 0.60, -0.60, -0.22, -0.25, -1.13, 0.85, -0.30, -0.33, 0.64, -0.22, -0.30, -0.23, -0.64, -0.14, -0.80, 0.87, -0.75, -0.65, -0.56, 0.44, 0.35, 0.22, 0.23, 0.29, -0.03, 0.25, 0.28, 0.28, 0.38, 0.19, 0.31, 0.22, 0.28, -0.58, 0.31, -0.05, 0.28, 0.18, 0.29, 0.43, 0.23, 0.28, 0.24, 0.30, 0.27, 0.17, 0.28, 0.33, -0.30, -0.23, 0.75, -0.55, -0.32, -0.64, 0.03, 0.30, 0.29, 0.29, 0.29, 0.22, -0.69, -0.21, 0.74, -0.56, -0.23, -0.82, 0.21, 0.32, 0.31, 0.34, 0.35, 0.24, -0.62, -0.34, 0.80, -0.54, -0.33, -0.24, 0.22, 0.30, 0.29, 0.21, 0.35, -0.10]
}


{
  "formula": "C12H4CrO8",
  "method": "ωB97M-V/def2-TZVPD",
  "e_above_lowest_kcal_mol": 87.97,
  "charge": -2,
  "e_tot_ha": -2106.06515,
  "lumo_energy_ev": [4.1, 3.9],
  "spin_multiplicity": 5,
  "orbital_gap_ha": [0.206, 0.196],
  "elements": ["Cr", "C", "C", "C", "O", "C", "C", "C", "O", "O", "O", "H", "H", "C", "C", "C", "O", "C", "C", "C", "O", "O", "O", "H", "H"],
  "positions_angstrom": [[-1.17446, 0.94835, -2.52612], [0.73710, 2.24076, 0.51895], [0.73662, 1.62097, 1.81347], [-0.74349, 1.28480, 2.42623], [-0.92357, 0.85430, 3.60042], [-1.88602, 1.26400, 1.45129], [-1.71425, 1.72535, 0.18319], [-0.37691, 2.40139, -0.25837], [-0.18488, 2.85158, -1.45293], [-2.60626, 1.44396, -0.75895], [1.79400, 1.23410, 2.36258], [1.68124, 2.62236, 0.15925], [-2.71945, 0.62952, 1.71437], [-0.51403, -2.67287, -0.75947], [-0.51613, -1.54075, -1.66120], [0.80440, -0.71005, -1.75906], [0.76220, 0.22827, -2.53933], [1.83299, -0.92840, -0.76644], [1.71409, -1.96764, 0.06818], [0.53488, -2.91415, 0.07853], [0.28724, -3.91617, 0.88889], [2.66697, -2.03029, 0.95870], [-1.48866, -1.09398, -2.26980], [-1.35984, -3.34442, -0.75444], [2.65624, -0.23104, -0.71793]],
  "mulliken_charge": [0.61, -0.51, 0.41, 0.43, -0.67, -0.85, 0.92, 0.61, -0.84, -0.87, -0.71, 0.40, 0.32, -0.61, 0.89, 0.85, -0.78, -0.75, 0.56, 0.23, -0.76, -0.76, -0.80, 0.36, 0.34]
}


{
  "formula": "C4H5NO",
  "method": "ωB97M-V/def2-TZVPD",
  "e_above_lowest_kcal_mol": 80.94,
  "charge": 0,
  "e_tot_ha": -285.28560,
  "lumo_energy_ev": 0.5,
  "spin_multiplicity": 1,
  "orbital_gap_ha": 0.318,
  "elements": ["C", "C", "C", "C", "H", "H", "H", "H", "H", "N", "O"],
  "positions_angstrom": [[0.71521, -0.04945, -0.05972], [-0.02745, -1.10663, -0.06641], [-1.48098, -0.78790, 0.10908], [-1.51037, 0.57322, 0.12975], [2.48432, -0.77958, 0.23808], [0.51593, -2.04497, 0.05749], [-2.36354, -1.25102, -0.30662], [-2.07659, 1.58964, -0.19058], [0.23060, 2.10395, 0.55107], [-0.09716, 1.09710, -0.17577], [1.96387, 0.11587, 0.02560]],
  "mulliken_charge": [0.36, -0.22, -0.58, -0.16, 0.36, 0.24, 0.28, 0.28, 0.33, -0.38, -0.52]
}